# C43H80F3N5O7PS

7 unconnected molecules or ions with the total composition C43H80F3N5O7PS at a distorted geometry (the ωB97M-V functional and the def2-TZVPD basis, the OMol25 dataset).

Bonds (Å) are listed after each position.
Geometry (Å):
1 S 0.349 -2.134 -2.639  C22 1.864, C41 1.870
2 P -2.718 -3.455 -1.852  N16 1.582, C54 1.930, H88 1.438, H138 1.438
3 F -5.731 -5.114 0.958  C21 1.363
4 F -3.021 -5.176 1.140  C38 1.375
5 F -5.778 -3.189 2.287  C21 1.365
6 O 2.704 4.591 1.443  C28 1.437, C57 1.436
7 O -2.457 1.281 5.494  C56 1.437, C58 1.436
8 O 7.438 4.290 0.670  C19 1.435, C43 1.434
9 O 5.091 -5.865 -4.698  C24 1.435, C42 1.436
10 O 0.423 5.402 -4.405  C39 1.434, C52 1.436
11 O -4.008 -1.515 -0.299  C53 1.430, C54 1.426
12 O -5.813 -8.893 5.089  C18 1.432, C23 1.433
13 N -3.444 3.055 -4.136  C35 1.496, H104 1.026, H129 1.022
14 N -1.352 3.684 -3.267  C35 1.495, H63 1.028, H128 1.023
15 N -3.261 3.623 -1.845  C35 1.459, H70 1.015, H72 1.016
16 N -4.039 -4.315 -1.717  P2 1.582, H106 1.023
17 N -2.536 0.650 -1.516  C20 1.524, C34 1.486, C36 1.537, C59 1.501
18 C -4.754 -8.452 4.231  O12 1.432, C26 1.518, H121 1.091, H123 1.096
19 C 8.464 4.803 1.532  O8 1.435, C60 1.518, H124 1.092, H132 1.095
20 C -4.057 0.599 -1.429  N17 1.524, C53 1.577, H82 1.115, H115 1.128
21 C -5.056 -4.105 1.578  F3 1.363, F5 1.365, C38 1.354
22 C 2.162 -1.934 -2.257  S1 1.864, C51 1.576, H100 1.130, H131 1.120
23 C -7.036 -8.268 4.681  O12 1.433, C37 1.519, H127 1.092, H130 1.095
24 C 4.123 -6.005 -5.748  O9 1.435, C27 1.517, H89 1.096, H103 1.091
25 C 4.632 5.931 1.772  C28 1.516, C32 1.517, H101 1.093, H125 1.090
26 C -5.408 -7.742 3.060  C18 1.518, C37 1.517, H77 1.090, H105 1.094
27 C 3.418 -7.329 -5.525  C24 1.517, C46 1.515, H71 1.090, H73 1.094
28 C 3.981 4.602 2.102  O6 1.437, C25 1.516, H79 1.091, H110 1.095
29 C 1.808 7.246 -4.959  C33 1.517, C52 1.518, H91 1.094, H95 1.090
30 C -1.924 -2.333 0.571  C50 1.588, C54 1.607, H69 1.117, H93 1.129
31 C -1.879 0.347 7.596  C45 1.517, C58 1.518, H97 1.090, H102 1.094
32 C 3.430 6.842 1.616  C25 1.517, C57 1.518, H65 1.090, H86 1.094
33 C 2.521 6.395 -3.926  C29 1.517, C39 1.518, H67 1.094, H117 1.090
34 C -1.913 1.240 -0.303  N17 1.486, C44 1.476, C55 1.474
35 C -2.584 2.908 -2.922  N13 1.496, N14 1.495, N15 1.459, C59 1.574
36 C -1.944 -0.765 -1.618  N17 1.537, C41 1.562, C54 1.593, H109 1.135
37 C -6.661 -7.173 3.698  C23 1.519, C26 1.517, H85 1.090, H87 1.095
38 C -3.706 -4.038 1.494  F4 1.375, C21 1.354, C50 1.544
39 C 1.381 5.574 -3.352  O10 1.434, C33 1.518, H74 1.097, H139 1.092
40 C -0.621 2.430 2.165  C47 1.462, C48 1.467, H64 1.112
41 C -0.384 -0.810 -1.539  S1 1.870, C36 1.562, H81 1.128, H140 1.117
42 C 4.834 -6.865 -3.700  O9 1.436, C46 1.518, H114 1.092, H118 1.095
43 C 7.718 2.913 0.385  O8 1.434, C49 1.518, H96 1.096, H133 1.092
44 C -0.766 2.167 -0.356  C34 1.476, C47 1.451, H84 1.124
45 C -3.208 1.066 7.733  C31 1.517, C56 1.518, H107 1.090, H111 1.094
46 C 3.476 -7.465 -4.017  C27 1.515, C42 1.518, H61 1.090, H68 1.095
47 C -0.136 2.738 0.820  C40 1.462, C44 1.451, H66 1.136
48 C -1.759 1.509 2.258  C40 1.467, C55 1.461, H98 1.134
49 C 9.134 2.645 0.861  C43 1.518, C60 1.516, H80 1.094, H113 1.090
50 C -2.887 -2.757 1.761  C30 1.588, C38 1.544, H76 1.125, H136 1.133
51 C 2.935 -3.298 -2.422  C22 1.576, H75 1.127, H116 1.128, H126 1.117
52 C 0.760 6.283 -5.488  O10 1.436, C29 1.518, H78 1.095, H137 1.091
53 C -4.648 -0.862 -1.400  O11 1.430, C20 1.577, H83 1.129, H99 1.120
54 C -2.703 -1.867 -0.755  P2 1.930, O11 1.426, C30 1.607, C36 1.593
55 C -2.386 0.948 1.063  C34 1.474, C48 1.461, H90 1.122
56 C -3.207 1.965 6.511  O7 1.437, C45 1.518, H122 1.095, H134 1.091
57 C 2.416 5.915 0.970  O6 1.436, C32 1.518, H92 1.092, H120 1.096
58 C -1.770 0.171 6.093  O7 1.436, C31 1.518, H62 1.095, H94 1.092
59 C -2.234 1.380 -2.792  N17 1.501, C35 1.574, H108 1.131, H135 1.127
60 C 9.260 3.609 2.025  C19 1.518, C49 1.516, H112 1.094, H119 1.090
61 H 3.370 -8.491 -3.664  C46 1.090
62 H -2.265 -0.749 5.763  C58 1.095
63 H -1.213 4.413 -2.557  N14 1.028
64 H -0.149 2.838 3.085  C40 1.112
65 H 3.628 7.735 1.022  C32 1.090
66 H 0.765 3.425 0.746  C47 1.136
67 H 3.242 5.738 -4.420  C33 1.094
68 H 2.685 -6.863 -3.559  C46 1.095
69 H -1.250 -1.546 0.989  C30 1.117
70 H -4.206 3.324 -1.628  N15 1.015
71 H 2.405 -7.345 -5.929  C27 1.090
72 H -2.701 3.854 -1.028  N15 1.016
73 H 3.985 -8.138 -5.993  C27 1.094
74 H 0.885 6.102 -2.528  C39 1.097
75 H 2.276 -4.182 -2.190  C51 1.127
76 H -3.508 -1.902 2.148  C50 1.125
77 H -4.764 -6.987 2.607  C26 1.090
78 H 1.158 5.673 -6.305  C52 1.095
79 H 4.575 3.750 1.765  C28 1.091
80 H 9.849 2.913 0.078  C49 1.094
81 H 0.120 0.133 -1.897  C41 1.128
82 H -4.454 1.141 -0.540  C20 1.115
83 H -5.741 -0.764 -1.136  C53 1.129
84 H -0.301 2.433 -1.344  C44 1.124
85 H -7.455 -6.949 2.985  C37 1.090
86 H 3.073 7.158 2.600  C32 1.094
87 H -6.418 -6.253 4.238  C37 1.095
88 H -1.623 -4.299 -1.455  P2 1.438
89 H 3.423 -5.165 -5.673  C24 1.096
90 H -3.270 0.285 1.251  C55 1.122
91 H 1.322 8.095 -4.469  C29 1.094
92 H 1.386 6.179 1.221  C57 1.092
93 H -1.270 -3.233 0.383  C30 1.129
94 H -0.734 0.151 5.747  C58 1.092
95 H 2.463 7.631 -5.740  C29 1.090
96 H 6.993 2.301 0.934  C43 1.096
97 H -1.832 -0.597 8.139  C31 1.090
98 H -2.130 1.253 3.298  C48 1.134
99 H -4.612 -1.415 -2.374  C53 1.120
100 H 2.244 -1.647 -1.167  C22 1.130
101 H 5.168 5.858 0.821  C25 1.093
102 H -1.071 0.990 7.957  C31 1.094
103 H 4.625 -5.954 -6.716  C24 1.091
104 H -4.318 2.533 -4.011  N13 1.026
105 H -5.681 -8.467 2.288  C26 1.094
106 H -4.684 -3.846 -1.075  N16 1.023
107 H -3.314 1.618 8.667  C45 1.090
108 H -2.808 0.830 -3.597  C59 1.131
109 H -2.174 -1.042 -2.695  C36 1.135
110 H 3.805 4.501 3.178  C28 1.095
111 H -4.028 0.345 7.667  C45 1.094
112 H 8.784 3.182 2.913  C60 1.094
113 H 9.302 1.603 1.133  C49 1.090
114 H 4.869 -6.411 -2.707  C42 1.092
115 H -4.547 1.089 -2.318  C20 1.128
116 H 3.734 -3.315 -1.626  C51 1.128
117 H 3.051 6.974 -3.169  C33 1.090
118 H 5.626 -7.618 -3.767  C42 1.095
119 H 10.290 3.860 2.279  C60 1.090
120 H 2.520 5.912 -0.121  C57 1.096
121 H -4.152 -9.308 3.921  C18 1.091
122 H -2.703 2.915 6.717  C56 1.095
123 H -4.118 -7.769 4.805  C18 1.096
124 H 8.008 5.369 2.347  C19 1.092
125 H 5.337 6.261 2.535  C25 1.090
126 H 3.431 -3.386 -3.419  C51 1.117
127 H -7.561 -7.884 5.557  C23 1.092
128 H -1.510 4.202 -4.135  N14 1.023
129 H -3.659 4.046 -4.272  N13 1.022
130 H -7.661 -9.031 4.206  C23 1.095
131 H 2.598 -1.083 -2.840  C22 1.120
132 H 9.089 5.482 0.943  C19 1.095
133 H 7.592 2.727 -0.684  C43 1.092
134 H -4.212 2.177 6.144  C56 1.091
135 H -1.166 1.273 -3.138  C59 1.127
136 H -2.192 -3.006 2.621  C50 1.133
137 H -0.139 6.793 -5.840  C52 1.091
138 H -2.512 -3.104 -3.231  P2 1.438
139 H 1.707 4.596 -2.991  C39 1.092
140 H 0.049 -0.988 -0.526  C41 1.117

Calculated values
charge	+1
LUMO energy	-0.083	Eh
frontier orbital gap	0.3035	Eh